Record 1
Formula: C26H65N5O9
Source: OMol25
Level of theory: ωB97M-V/def2-TZVPD

Results
Frontier orbital gap   9.54 eV
SMILES string   CC(N)=O.CC(N)=O.CC(N)=O.CC(N)=O.CC(N)=O.CCOCC.CCOCC.CCOCC.CCOCC

CARTESIAN COORDINATES (ANGSTROEM)
O1 -15.28692 -6.88407 6.22524
O2 -16.04627 -13.19483 8.32801
O3 -14.36632 -14.30149 12.01402
O4 -17.90761 -9.99123 9.98674
O5 -11.70406 -10.34380 5.67176
O6 -19.03874 -15.71780 7.16158
O7 -19.11088 -8.66536 6.76508
O8 -11.66569 -15.38414 7.30330
O9 -19.47233 -11.19719 4.40149
N1 -17.20375 -11.53003 7.50781
N2 -13.77639 -14.72437 7.42150
N3 -16.09207 -12.91913 11.24371
N4 -14.13640 -8.30011 7.51901
N5 -18.00816 -8.05400 4.81869
C1 -20.44301 -11.89780 5.10551
C2 -19.12802 -11.90916 3.21093
C3 -16.63620 -12.71027 7.39491
C4 -18.06944 -16.28225 9.31454
C5 -19.28349 -10.23124 9.73097
C6 -15.81384 -13.20523 13.53725
C7 -14.49544 -8.93298 5.13538
C8 -19.24587 -15.68824 8.53613
C9 -19.04937 -16.95641 6.47788
C10 -12.41146 -11.91324 4.07473
C11 -10.17154 -10.74081 7.53513
C12 -18.98369 -16.52078 5.03812
C13 -21.01794 -11.01320 6.16353
C14 -17.59127 -8.60358 9.86842
C15 -18.25926 -6.39357 6.41552
C16 -16.95211 -13.41322 6.14077
C17 -14.64872 -7.94704 6.33038
C18 -16.31835 -8.26919 10.62056
C19 -17.78771 -11.50305 2.72757
C20 -10.64040 -9.76743 6.44268
C21 -20.09399 -10.33700 11.03570
C22 -18.53771 -7.81583 6.03684
C23 -15.29046 -13.54346 12.19550
C24 -12.16471 -13.64507 8.89677
C25 -12.49622 -14.69289 7.81585
C26 -11.20557 -11.16245 4.69382
H1 -11.19403 -8.83367 6.75923
H2 -16.88762 -11.86731 3.24791
H3 -16.58866 -13.92821 13.74761
H4 -16.22851 -7.21836 10.77104
H5 -19.57931 -9.56168 8.93831
H6 -18.23487 -17.70143 6.77402
H7 -17.18172 -6.28864 6.34746
H8 -21.81873 -11.50518 6.69525
H9 -13.69595 -9.19049 7.64253
H10 -15.89931 -13.01828 10.27707
H11 -16.92205 -14.48877 6.31354
H12 -20.12732 -16.35029 8.67580
H13 -17.10596 -16.20572 8.69130
H14 -16.19883 -12.21599 13.62003
H15 -19.79881 -15.78144 4.84268
H16 -17.78259 -10.40481 2.79340
H17 -10.53148 -11.95458 5.05673
H18 -14.04680 -7.59643 8.26694
H19 -17.91986 -15.70071 10.26184
H20 -14.31582 -9.94085 5.42666
H21 -9.35670 -10.25806 8.12374
H22 -16.81769 -12.22213 11.49589
H23 -13.30608 -11.28803 3.88647
H24 -20.01399 -12.83550 5.57610
H25 -15.04949 -13.42709 14.28071
H26 -17.98721 -16.10560 4.79605
H27 -21.50510 -10.17601 5.70704
H28 -16.27613 -13.11909 5.33208
H29 -18.43545 -8.07297 10.20855
H30 -9.63328 -11.55257 7.10416
H31 -13.67013 -8.66258 4.49251
H32 -19.87408 -11.68165 2.41438
H33 -20.02260 -17.47983 6.67271
H34 -16.47878 -8.75358 11.53714
H35 -10.99826 -11.03649 8.23348
H36 -21.11406 -10.64632 10.86365
H37 -17.13646 -11.02199 8.40815
H38 -17.62502 -11.67449 1.69149
H39 -18.68911 -6.16503 7.44862
H40 -17.30892 -7.42777 4.38587
H41 -10.62347 -10.59656 3.88706
H42 -19.24692 -13.00204 3.31894
H43 -19.19657 -17.37245 4.40212
H44 -14.11373 -15.63767 7.11197
H45 -12.86579 -12.80564 8.76251
H46 -17.54088 -8.41641 8.81290
H47 -18.61913 -5.58610 5.72931
H48 -18.16464 -17.35690 9.53884
H49 -20.26621 -10.56108 6.73128
H50 -12.13931 -12.33768 3.11132
H51 -17.69275 -10.97709 6.83164
H52 -12.74876 -12.75218 4.68223
H53 -18.00936 -13.21433 5.76882
H54 -19.32972 -11.22604 9.19528
H55 -17.82474 -9.03080 4.62660
H56 -9.81721 -9.47010 5.86310
H57 -15.47272 -8.81813 10.17978
H58 -19.52719 -10.91260 11.77657
H59 -14.38792 -14.16361 8.03353
H60 -20.11590 -9.28490 11.41075
H61 -21.21531 -12.25478 4.33940
H62 -11.18747 -13.16894 8.71261
H63 -19.35124 -14.58832 8.68872
H64 -12.14458 -14.12854 9.89569
H65 -15.44327 -8.82343 4.56529

***

Record 2
Formula: C33H28Cl3N4O10S2V
Source: OMol25
Level of theory: ωB97M-V/def2-TZVPD

Results
Total charge   +2
Frontier orbital gap   4.30 eV

CARTESIAN COORDINATES (ANGSTROEM)
V1 0.12341 0.34301 0.02708
Cl1 -7.48727 3.61277 2.89181
Cl2 -3.32690 6.70062 1.92537
Cl3 -4.87065 4.75828 -2.81157
S1 -7.20221 0.71603 3.49474
S2 4.64921 -0.31443 0.54651
O1 0.30227 -0.40969 1.70613
O2 3.16381 -0.75772 0.26644
O3 -0.15758 -2.06717 3.14753
O4 -4.44975 4.46656 3.85073
O5 -2.89076 0.80561 -2.46525
O6 -0.91692 0.79364 -1.37825
O7 5.35988 -1.39565 1.11187
O8 -4.45429 -3.60826 0.19135
O9 1.81177 1.07889 -0.14408
O10 1.19011 -0.84603 -0.81935
N1 -1.56286 -0.79784 0.26820
N2 5.25865 0.13749 -0.86455
N3 -1.24613 3.53255 2.34034
N4 -0.33514 2.13077 0.94580
C1 -3.60185 3.75599 2.99122
C2 -4.12059 5.55853 -0.35668
C3 4.50901 1.11304 1.50783
C4 4.42722 3.26933 3.23825
C5 -0.13466 3.39974 0.45346
C6 -4.50835 4.48978 -1.14837
C7 -5.27947 1.17798 5.10317
C8 -4.31643 3.01973 0.71743
C9 -2.51695 -2.69829 1.28096
C10 -4.61554 3.21378 -0.61916
C11 -3.91107 4.06384 1.54500
C12 -3.49628 -2.70551 0.26688
C13 -3.48269 -1.71676 -0.74184
C14 -6.68637 2.34015 3.70471
C15 -1.57427 -1.70521 1.23339
C16 4.41002 4.41910 4.19780
C17 -0.71572 4.27682 1.30922
C18 3.52525 1.14973 2.49500
C19 -2.48427 -0.78606 -0.69008
C20 -5.65102 2.45404 4.58841
C21 -4.97682 3.74091 4.96449
C22 5.39673 3.20072 2.23428
C23 2.32234 -0.05982 -0.71435
C24 -0.41772 -1.46319 2.16092
C25 3.06014 0.14951 -2.01584
C26 -2.18963 0.33928 -1.63892
C27 -3.82461 5.33327 0.97816
C28 3.49510 2.23239 3.34907
C29 -1.00468 2.24748 2.09024
C30 4.37058 0.89024 -1.77532
C31 -6.02026 0.15540 4.60092
C32 5.45443 2.12464 1.37291
C33 -2.13880 4.03752 3.38142
H1 -0.80957 5.35003 1.28483
H2 -4.50371 1.04557 5.84638
H3 5.85145 -0.58175 -1.26720
H4 5.09803 4.21957 5.02258
H5 2.74157 2.27504 4.12532
H6 -4.43759 2.03085 1.15095
H7 3.41986 4.57125 4.62358
H8 -4.94645 2.39771 -1.24567
H9 -2.49142 -3.44061 2.06881
H10 -1.30533 1.44218 2.73921
H11 0.38645 3.57788 -0.47015
H12 -5.97109 -0.89105 4.85713
H13 4.73467 5.34104 3.71767
H14 3.23944 -0.82975 -2.46423
H15 -4.18733 3.53328 5.69498
H16 -3.75967 2.67617 3.10771
H17 2.79726 0.35168 2.58676
H18 -1.90290 3.54023 4.32184
H19 -5.68156 4.43117 5.42601
H20 -4.40559 -4.27478 0.89221
H21 4.91476 1.03745 -2.70376
H22 -4.05337 6.55467 -0.77030
H23 4.19451 1.87200 -1.33423
H24 -1.95857 5.10163 3.49539
H25 -4.23034 -1.71582 -1.52351
H26 6.11960 3.99996 2.13393
H27 6.21974 2.07106 0.60862
H28 2.41418 0.71696 -2.68366

***

Record 3
Formula: C5H10O2
Source: OMol25
Level of theory: ωB97M-V/def2-TZVPD

Results
Frontier orbital gap   10.55 eV
SMILES string   CCC(=O)CC=O.[H][H]

CARTESIAN COORDINATES (ANGSTROEM)
O1 2.00528 0.12621 1.56160
O2 0.39813 -1.38102 -1.05487
C1 -1.08452 0.43610 -0.53997
C2 2.31947 0.65561 0.52635
C3 1.48130 0.71236 -0.73666
C4 0.26389 -0.21115 -0.77580
C5 -2.25836 -0.53246 -0.48931
H1 2.13316 0.44830 -1.57689
H2 -1.02452 1.05204 0.36820
H3 1.19391 1.76542 -0.86576
H4 -1.21331 1.14840 -1.36958
H5 -3.20376 0.01896 -0.45619
H6 3.29084 1.18674 0.43939
H7 -2.26645 -1.17963 -1.37045
H8 0.40933 -1.60088 1.49309
H9 -2.20831 -1.17587 0.39393
H10 -0.24099 -1.50036 1.83555